1.
Below is a gas-phase ion, C5H15N2 (charge +1) at a distorted geometry, with properties calculated with ωB97M-V with the def2-TZVPD basis set.

Positions of all 22 atoms, in Å:
C  2.0696  -0.1801  -0.4368
C  1.3458  -0.5389  0.8756
C  0.0292  -1.2952  0.6728
C  -1.2959  -0.5736  1.1033
C  -1.6972  0.6657  0.2960
N  -1.8331  0.5665  -1.1691
N  1.2823  1.0364  -1.0814
H  3.1186  0.0563  -0.5732
H  2.0494  -1.0840  -1.0447
H  2.0546  -0.9973  1.5900
H  1.2926  0.3830  1.4934
H  -0.1058  -2.2821  1.0942
H  -0.1982  -1.5577  -0.4080
H  -1.9683  -1.4099  0.9362
H  -1.3526  -0.2220  2.1377
H  -2.6900  0.9498  0.6239
H  -0.9829  1.4848  0.5084
H  -2.2764  -0.2365  -1.5846
H  -2.0703  1.4402  -1.6061
H  0.2957  0.7371  -0.9626
H  1.5390  1.2542  -2.0404
H  1.3941  1.8034  -0.4249

Values from the calculation:
F_max, eV/A: 2.8
Energy above the lowest of the compared OMol25 structures with the same formula, charge and spin, kcal/mol: 30.9
Total charge: +1
2S+1: 1
SMILES: NCCCCC[NH3+]
HOMO level, eV: -13.0471

***

2.
Below is C8H9N2OPS in the gas phase at a distorted geometry, with properties calculated with ωB97M-V with the def2-TZVPD basis set.

Positions of all 22 atoms, in Å:
C  1.2919  0.4380  2.6380
P  0.6613  1.5982  1.2629
C  -1.0104  2.1776  1.9522
C  0.3724  0.4053  -0.1766
C  1.5471  -0.3934  -0.5660
C  1.4767  -1.4317  -1.6872
C  0.2010  -1.6268  -2.3624
O  0.0787  -2.5922  -3.3752
C  -1.0006  -0.8087  -2.0027
N  -2.2690  -0.7938  -2.5194
S  -3.2574  0.2968  -1.7251
N  -2.1183  0.9008  -0.6336
C  -0.9492  0.2344  -0.8825
H  0.5103  -0.3851  2.7035
H  2.2614  -0.0577  2.3522
H  1.3548  0.9574  3.6322
H  -1.4005  3.0609  1.3745
H  -0.8507  2.4090  3.0385
H  -1.7007  1.2863  1.8708
H  2.5108  -0.2241  -0.0233
H  2.3901  -2.0216  -1.9727
H  -0.0999  -3.4294  -2.8983

Values from the calculation:
F_max, eV/A: 3.8
Energy above the lowest of the compared OMol25 structures with the same formula, charge and spin, kcal/mol: 0.0
2S+1: 1
SMILES: CP(C)c1ccc(O)c2nsnc12
HOMO level, eV: -7.8071

***

3.
Below is 2 unconnected molecules or ions with the total composition C28H50BrN3O2 at a distorted geometry, with properties calculated with ωB97M-V with the def2-TZVPD basis set.

Positions of all 84 atoms, in Å:
C  6.1073  -0.0109  0.8510
C  6.2683  -0.1811  -0.6741
C  4.9751  0.1458  -1.4531
C  4.3402  1.4702  -0.9633
C  3.4229  2.1177  -2.0328
C  1.9693  1.7104  -1.7276
C  0.9966  1.9257  -2.8991
C  -0.4272  1.7696  -2.3447
C  -1.5344  1.5716  -3.3997
C  -2.6101  0.5331  -3.0071
C  -3.0640  0.6522  -1.5514
C  -3.9875  -0.4802  -1.0549
C  -3.5008  -1.9208  -1.3298
C  -1.9959  -2.1760  -1.1629
C  -1.4870  -2.4180  0.2910
C  -1.2505  -1.0927  0.9071
N  -1.0788  -0.0501  1.3187
C  -2.4039  -3.3488  1.1343
C  -3.4586  -2.6618  2.0169
C  -3.0093  -2.1900  3.4326
C  -1.5970  -2.6357  3.8516
C  -3.1497  -0.6467  3.6559
C  -0.0807  -3.0994  0.2101
C  0.8605  -2.3229  -0.6278
N  1.4111  -1.8119  -1.4777
C  -0.1462  -4.5779  -0.2733
C  0.8900  -4.9377  -1.3350
O  1.9964  -5.1824  -1.0773
Br  0.1912  -4.9896  -3.1692
H  5.1425  -0.4075  1.1755
H  6.9293  -0.5360  1.3417
H  6.1626  1.0403  1.1350
H  6.5966  -1.1997  -0.8950
H  7.0391  0.5163  -1.0220
H  4.2895  -0.6918  -1.2893
H  5.1831  0.2387  -2.5221
H  3.7423  1.2044  -0.0853
H  5.1048  2.1634  -0.5996
H  3.7505  1.8517  -3.0392
H  3.4898  3.1945  -1.8487
H  1.6290  2.3124  -0.8776
H  1.9613  0.6695  -1.3879
H  1.1207  2.9323  -3.3082
H  1.2058  1.1459  -3.6377
H  -0.6485  2.5848  -1.6515
H  -0.4132  0.8637  -1.7213
H  -2.0749  2.5254  -3.4939
H  -1.1337  1.3842  -4.3980
H  -3.4789  0.7277  -3.6484
H  -2.2644  -0.4673  -3.2863
H  -3.6512  1.5771  -1.4869
H  -2.2515  0.7672  -0.8340
H  -4.9398  -0.3633  -1.5877
H  -4.2125  -0.2869  -0.0015
H  -4.1230  -2.6021  -0.7451
H  -3.7369  -2.1285  -2.3775
H  -1.7676  -3.0901  -1.7253
H  -1.3721  -1.3966  -1.5989
H  -2.9634  -3.9245  0.3897
H  -1.8230  -4.0946  1.6778
H  -4.2626  -3.3913  2.1514
H  -3.9121  -1.8107  1.5051
H  -3.6938  -2.6507  4.1496
H  -0.8312  -2.5008  3.0845
H  -1.6213  -3.7117  4.0727
H  -1.2575  -2.1452  4.7634
H  -3.3367  -0.1601  2.7000
H  -3.9831  -0.4235  4.3274
H  -2.2584  -0.2501  4.1386
H  0.3332  -3.0955  1.2210
H  -1.1440  -4.8664  -0.6001
H  0.0859  -5.2104  0.5854
C  0.3137  3.3536  2.2592
C  0.9333  4.3439  1.3035
O  1.5865  3.9851  0.3357
N  0.7411  5.6673  1.5496
C  0.0020  6.2821  2.6355
H  0.5523  2.3468  1.9279
H  0.7122  3.4945  3.2653
H  -0.7715  3.4643  2.2735
H  1.1821  6.2687  0.8713
H  -0.8021  6.8949  2.2238
H  0.6714  6.9257  3.2091
H  -0.4245  5.5352  3.2965

Values from the calculation:
F_max, eV/A: 2.2
2S+1: 1
SMILES: CCCCCCCCCCCCCC[C@@](C#N)(CCC(C)C)[C@H](C#N)CC(=O)Br.CNC(C)=O
HOMO level, eV: -9.3419

***

4.
Below is C2H3N3O in the gas phase at a distorted geometry, with properties calculated with ωB97M-V with the def2-TZVPD basis set.

Positions of all 9 atoms, in Å:
C  1.0942  0.9099  -0.0485
C  0.5524  -1.2003  0.0482
N  1.5192  -0.3750  -0.0307
N  -0.2134  1.0329  -0.0123
N  -0.7271  -0.1503  -0.1344
O  -2.0940  -0.2652  -0.0337
H  1.7894  1.7728  -0.0968
H  0.3586  -2.2427  -0.2087
H  -2.2792  0.5179  0.5169

Values from the calculation:
F_max, eV/A: 4.9
Energy above the lowest of the compared OMol25 structures with the same formula, charge and spin, kcal/mol: 82.8
2S+1: 1
SMILES: On1cncn1
HOMO level, eV: -9.0698

***

5.
Below is C3H4N2O in the gas phase at a distorted geometry, with properties calculated with ωB97M-V with the def2-TZVPD basis set.

Positions of all 10 atoms, in Å:
O  1.3114  1.1360  1.1031
C  0.4500  0.3834  0.3718
C  -0.5807  -0.4331  0.7087
C  -1.0668  -0.8887  -0.5535
N  -0.3508  -0.4527  -1.5621
N  0.5905  0.3688  -0.9952
H  0.9109  2.0104  1.2112
H  -0.8811  -0.7189  1.7028
H  -1.9202  -1.5291  -0.7384
H  1.5368  0.1239  -1.2484

Values from the calculation:
F_max, eV/A: 1.0
Energy above the lowest of the compared OMol25 structures with the same formula, charge and spin, kcal/mol: 36.4
2S+1: 1
SMILES: Oc1ccn[nH]1
HOMO level, eV: -9.4456

***

6.
Below is 3 unconnected molecules or ions with the total composition C6H13N, with properties calculated with ωB97M-V with the def2-TZVPD basis set.

Positions of all 20 atoms, in Å:
C  0.4079  -0.2360  0.1306
C  -0.0694  1.0429  -0.1459
C  1.1129  -1.0393  -0.9154
C  1.9140  1.6393  0.5498
N  0.1793  -0.8249  1.3004
C  -2.0454  0.0323  -0.7459
C  -2.7244  -0.9536  -0.1694
H  0.4856  -1.7658  1.4773
H  -0.4550  -0.4082  1.9626
H  0.0498  1.4550  -1.1286
H  -0.6038  1.6189  0.5884
H  -2.5531  0.6318  -1.5091
H  1.5933  -0.3883  -1.6409
H  1.8647  -1.6983  -0.4780
H  0.3598  -1.6430  -1.4263
H  1.9396  2.6231  0.0859
H  2.7655  1.0326  0.2459
H  1.8183  1.6899  1.6322
H  -3.7629  -1.2079  -0.4039
H  -2.2767  -1.6004  0.5903

Values from the calculation:
F_max, eV/A: 0.8
Energy above the lowest of the compared OMol25 structures with the same formula, charge and spin, kcal/mol: 134.8
2S+1: 1
HOMO level (spin up / spin down), eV: -5.9446 / -5.9543

***

7.
Below is a gas-phase ion, C8H18ClIN3O2S (charge +1) at a distorted geometry, with properties calculated with ωB97M-V with the def2-TZVPD basis set.

Positions of all 34 atoms, in Å:
N  0.6060  -2.9314  0.5546
C  1.2929  -1.6928  -0.0161
N  2.4330  -1.8159  -0.7838
N  0.6539  -0.3572  0.2922
C  1.5872  0.5902  1.0126
C  2.5645  1.4792  0.0418
C  3.8020  2.2385  0.8352
I  4.7636  3.6962  -0.5523
C  -0.0158  0.2707  -0.9094
C  -1.2064  -0.6906  -1.5819
C  -2.5606  -0.7893  -0.6623
C  -3.1052  0.6399  -0.0708
S  -4.6076  0.2653  1.0213
O  -4.1848  -0.0786  2.4983
O  -5.2889  -1.0242  0.4568
Cl  -6.0717  1.7719  0.9731
H  -0.2998  -2.6815  1.0166
H  1.2591  -3.4301  1.2003
H  3.3348  -2.0649  -0.3179
H  2.3022  -1.7028  -1.8286
H  2.3092  -0.0911  1.6758
H  1.0368  1.2959  1.7916
H  3.0261  0.7665  -0.7948
H  1.9628  2.3442  -0.5127
H  4.6169  1.5133  1.2594
H  3.3788  2.9175  1.7188
H  -0.4403  1.3151  -0.5677
H  0.7266  0.4964  -1.8133
H  -0.8336  -1.7783  -1.8198
H  -1.4319  -0.1907  -2.6423
H  -3.4252  -1.2110  -1.3686
H  -2.4437  -1.6010  0.1989
H  -2.2970  1.1533  0.6314
H  -3.4439  1.3774  -0.9362

Values from the calculation:
F_max, eV/A: 8.5
Energy above the lowest of the compared OMol25 structures with the same formula, charge and spin, kcal/mol: 138.1
Total charge: +1
2S+1: 1
SMILES: NC(N)=[N+](CCCI)CCCCS(=O)(=O)Cl
HOMO level, eV: -12.0942

***

8.
Below is C5H5NO in the gas phase, with properties calculated with ωB97M-V with the def2-TZVPD basis set.

Positions of all 12 atoms, in Å:
O  0.9244  2.3944  1.1178
C  0.9429  1.3205  0.5458
C  1.9786  0.2818  0.7234
C  2.6967  -0.6885  0.7596
C  0.0551  0.7624  -0.4849
C  -1.8200  -0.7365  -0.7922
N  -1.0164  0.1970  -0.0104
H  3.3555  -1.5315  0.7995
H  -1.2569  -0.9411  -1.7034
H  -1.9200  -1.6567  -0.2091
H  -2.8113  -0.3446  -1.0352
H  -1.2868  0.2835  0.9724

Values from the calculation:
F_max, eV/A: 0.7
Energy above the lowest of the compared OMol25 structures with the same formula, charge and spin, kcal/mol: 97.0
2S+1: 1
HOMO level, eV: -8.9216

***

9.
Below is 10 unconnected molecules or ions with the total composition C7H32BF4O9 at a distorted geometry, with properties calculated with ωB97M-V with the def2-TZVPD basis set.

Positions of all 53 atoms, in Å:
B  -8.5953  13.5523  -12.8915
F  -8.8662  13.7328  -11.5865
F  -9.7491  13.4042  -13.5926
F  -7.7950  14.5306  -13.4268
F  -7.9502  12.3357  -12.9686
C  -10.6521  10.4027  -6.9611
O  -11.0395  9.0838  -7.3929
H  -11.2956  11.2073  -7.3172
H  -10.7222  10.4674  -5.8753
H  -9.6174  10.6800  -7.1621
H  -10.9213  8.9958  -8.3415
C  -10.3655  18.5668  -10.7985
O  -9.6099  18.9838  -11.9111
H  -10.8204  19.3641  -10.2107
H  -11.1797  18.0277  -11.2828
H  -9.7807  17.8886  -10.1771
H  -9.6912  18.3134  -12.5934
C  -15.2865  13.1991  -16.6844
O  -15.0211  12.3014  -15.6423
H  -14.4456  13.0652  -17.3649
H  -16.2130  12.9646  -17.2085
H  -15.2323  14.2392  -16.3629
H  -14.0917  12.4445  -15.4490
C  -9.4391  16.7986  -18.9623
O  -9.4775  17.1606  -20.3066
H  -10.0428  17.3717  -18.2585
H  -9.7038  15.7498  -18.8285
H  -8.3723  16.7855  -18.7389
H  -9.0711  18.0297  -20.2743
C  -11.4740  7.6331  -14.0565
O  -11.3593  8.4122  -12.8487
H  -12.4805  7.3331  -14.3480
H  -11.0591  8.0996  -14.9499
H  -10.9991  6.6743  -13.8481
H  -10.5259  8.8816  -12.9303
C  -3.9472  13.0746  -8.0933
O  -3.8577  14.0017  -9.1534
H  -4.2120  13.4993  -7.1251
H  -4.5961  12.2418  -8.3641
H  -2.9782  12.5906  -7.9710
H  -4.7405  14.1944  -9.4778
C  -5.1365  6.6142  -10.9536
O  -3.7393  6.2129  -10.9209
H  -5.5994  6.7867  -11.9252
H  -5.7813  5.8574  -10.5068
H  -5.1963  7.4804  -10.2945
H  -3.6970  5.3709  -11.3801
O  -6.4839  9.2277  -17.2994
H  -6.8152  9.8317  -16.6348
H  -6.5707  9.7067  -18.1236
O  -3.1535  16.0951  -15.0157
H  -2.6038  15.3814  -14.6920
H  -3.9466  16.0482  -14.4819

Values from the calculation:
F_max, eV/A: 2.9
Energy above the lowest of the compared OMol25 structures with the same formula, charge and spin, kcal/mol: 67.8
Total charge: -1
2S+1: 1
HOMO level, eV: -7.8265

***

10.
Below is a molecular structure, C46H47BiF6N8O6PS7 at a distorted geometry, with properties calculated with ωB97M-V with the def2-TZVPD basis set.

Positions of all 122 atoms, in Å:
Bi  -1.1375  1.2534  -0.4703
F  -4.2297  5.6099  -3.2955
C  -3.1862  5.7370  -2.4960
F  -3.6517  6.1055  -1.2625
F  -2.3854  6.7183  -2.9116
S  -2.2238  4.1500  -2.2149
O  -3.1352  3.0801  -1.8028
O  -1.2251  4.4434  -1.1954
N  -1.6059  3.8176  -3.6426
S  -0.3678  2.8568  -3.6970
O  -0.2857  2.1167  -4.9358
O  -0.2913  2.0016  -2.4836
C  1.1946  3.8966  -3.5524
F  2.0524  3.5368  -4.5399
F  0.9248  5.2163  -3.6519
F  1.8444  3.6905  -2.3912
N  0.6641  0.5053  0.9372
S  1.5061  -0.6813  1.2860
N  2.3405  -1.7569  0.3811
S  1.9900  -2.8754  -0.7131
N  0.7192  -2.8030  -1.7437
S  0.0677  -1.4908  -2.4219
N  -0.8189  -0.6436  -1.5540
C  -1.0033  -2.0177  -3.7152
C  -1.1245  -3.3551  -4.0545
C  -2.0786  -3.7277  -4.9892
C  -2.9391  -2.8147  -5.5724
C  -2.7661  -1.4418  -5.3082
C  -1.7508  -1.0372  -4.4198
C  1.4249  -0.7005  -3.3138
C  1.6573  -1.0399  -4.6452
C  2.7285  -0.4670  -5.3284
C  3.5020  0.5271  -4.7515
C  3.2932  0.8650  -3.4166
C  2.2606  0.2548  -2.7129
C  1.8611  -4.3957  0.2032
C  2.8672  -4.6803  1.1338
C  2.7964  -5.8502  1.8967
C  1.7190  -6.7277  1.7727
C  0.7269  -6.4413  0.8334
C  0.7734  -5.2688  0.0753
C  3.4399  -3.1779  -1.7071
C  4.5383  -2.3222  -1.7049
C  5.6189  -2.5819  -2.5373
C  5.5616  -3.6591  -3.3862
C  4.4949  -4.5617  -3.3699
C  3.3860  -4.2779  -2.5694
C  0.5283  -1.7733  2.2732
C  -0.6985  -2.1816  1.7966
C  -1.4934  -3.1228  2.5074
C  -0.9737  -3.6649  3.7007
C  0.2349  -3.2105  4.1965
C  0.9370  -2.1952  3.5560
C  2.7479  -0.1527  2.3907
C  2.3915  0.8043  3.3858
C  3.3103  1.1775  4.3749
C  4.5888  0.6415  4.3223
C  4.9643  -0.2177  3.3002
C  4.0602  -0.6383  2.3292
H  -0.5445  -4.1208  -3.6057
H  -2.1531  -4.7686  -5.3008
H  -3.7207  -3.1430  -6.2587
H  -3.4000  -0.7147  -5.7984
H  -1.6155  0.0195  -4.2624
H  1.0620  -1.7547  -5.1587
H  2.8968  -0.7960  -6.3500
H  4.2935  0.9938  -5.3640
H  3.9382  1.5774  -2.9197
H  2.0919  0.5556  -1.6745
H  3.6870  -3.9722  1.2782
H  3.6150  -6.0793  2.6052
H  1.6645  -7.6256  2.3678
H  -0.0971  -7.1290  0.6713
H  -0.0125  -5.0607  -0.6346
H  4.5428  -1.4199  -1.0858
H  6.4922  -1.9428  -2.4733
H  6.3943  -3.8676  -4.0832
H  4.4746  -5.4580  -3.9866
H  2.5431  -4.9388  -2.5874
H  -1.0885  -1.7726  0.8645
H  -2.4209  -3.4206  2.0504
H  -1.5629  -4.4125  4.2300
H  0.6145  -3.5974  5.1459
H  1.8238  -1.7991  4.0697
H  1.4004  1.2195  3.3843
H  2.9836  1.8377  5.1761
H  5.3203  0.9502  5.0861
H  5.9752  -0.5895  3.2226
H  4.3836  -1.3099  1.5408
O  -1.7380  0.4694  3.8162
H  -2.6715  0.1907  3.6267
H  -1.2635  0.0943  3.0539
C  -1.2046  5.8700  3.9293
N  -0.8822  4.4310  3.9401
C  -1.9141  3.6959  4.7176
N  -3.2587  3.9062  4.2047
C  -3.5352  5.3506  4.1417
N  -2.5488  6.0811  3.3722
C  -2.6357  5.8098  1.9340
P  -2.2889  3.9723  1.5197
C  -0.7076  3.9276  2.5781
C  -3.4381  3.3537  2.8837
H  -0.4770  6.3864  3.2996
H  -1.1803  6.2323  4.9670
H  -1.8357  4.0311  5.7471
H  -1.7363  2.6140  4.6997
H  -3.5772  5.7182  5.1929
H  -4.5411  5.5228  3.6967
H  -1.9168  6.3942  1.3910
H  -3.6371  6.0902  1.5166
H  0.0749  4.4659  2.0447
H  -0.3844  2.8603  2.6418
H  -3.3069  2.2682  2.9308
H  -4.4855  3.4935  2.5345
C  -7.2514  -0.1653  0.8195
O  -5.8935  0.2228  0.2265
C  -4.7803  -0.1422  0.9208
S  -4.8262  -0.3497  2.5793
S  -3.4536  -0.5856  -0.0321
H  -7.9375  0.0401  -0.0089
H  -7.4603  0.4582  1.6945
H  -7.2338  -1.2204  1.0968

Values from the calculation:
F_max, eV/A: 3.4
Energy above the lowest of the compared OMol25 structures with the same formula, charge and spin, kcal/mol: 0.0
Total charge: +1
2S+1: 1
HOMO level, eV: -9.1186

***

no.,molecular weight (g/mol)
1,103.2
2,212.2
3,540.6
4,85.1
5,84.1
6,99.2
7,382.7
8,95.1
9,347.1
10,1386.3